*w*
ORCA calculation (ωB97M-V/def2-TZVPD) on 5 unconnected molecules or ions with the total composition H10O5.

Its SMILES is O.O.O.O.O.

```
! RIJCOSX wB97M-V def2-TZVPD def2/J DEFGRID3
* xyz 0 1
O -0.4779 -0.2474 0.2397
H -1.1987 0.0016 -0.3498
H -0.2469 -1.1413 -0.0369
O 1.7302 -1.0300 -0.0868
H 1.2526 -0.4580 0.5245
H 1.7866 -1.8733 0.3764
O 3.7221 0.4451 1.4659
H 2.8122 0.6832 1.2553
H 4.0136 1.1407 2.0660
O -4.6251 1.6374 1.2634
H -5.4255 1.7043 0.7305
H -4.0940 0.9753 0.8066
O -0.1968 -0.7338 -2.9576
H 0.5112 -1.2650 -2.5761
H -0.6312 -0.3385 -2.1934
*
```

Results of the Mulliken charge analysis, in e, for atoms 1 through 4:
1. O -0.679
2. H 0.267
3. H 0.345
4. O -0.669

*x*
ORCA calculation (ωB97M-V/def2-TZVPD) on a molecular structure, H10O5.

```
! RIJCOSX wB97M-V def2-TZVPD def2/J DEFGRID3
* xyz 0 1
O 2.0568 -1.0160 -0.4129
H 2.5736 -1.2731 0.3506
H 1.5140 -1.7810 -0.6040
O 1.5077 0.1352 -1.7704
H 0.8064 0.4060 -1.1779
H 2.0559 -0.4464 -1.2436
O -1.0873 1.4464 1.5765
H -0.7260 2.0771 0.9537
H -1.5550 0.8128 1.0324
O -2.0157 0.1172 0.3462
H -2.0092 -0.7561 0.7382
H -2.9438 0.3250 0.2385
O 0.1261 0.2946 -0.1572
H -0.8065 0.0866 -0.2142
H 0.5030 -0.4283 0.3442
*
```

Results of the Mulliken charge analysis, in e, for atoms 1 through 4:
1. O -0.580
2. H 0.268
3. H 0.378
4. O -1.019

*y*
ORCA calculation (ωB97M-V/def2-TZVPD) on 5 unconnected molecules or ions with the total composition H10O5.

Its SMILES is O.O.O.O.O.

```
! RIJCOSX wB97M-V def2-TZVPD def2/J DEFGRID3
* xyz 0 1
O 0.4911 0.0020 -1.1920
H 0.8142 -0.5910 -0.4952
H 0.4761 0.9206 -0.9071
O -2.7933 1.9761 -0.4026
H -3.4550 1.4940 -0.9202
H -2.2685 1.3860 0.1425
O -1.3997 0.3400 2.0019
H -2.1248 0.7149 2.4963
H -1.0810 -0.4717 2.4061
O 2.0246 -0.6842 1.8418
H 2.5561 -1.4827 2.0133
H 2.4922 0.0363 2.3111
O 1.7937 -1.2306 -3.3225
H 0.9452 -1.6773 -3.4506
H 1.5291 -0.7325 -2.5226
*
```

Results of the Mulliken charge analysis, in e, for atoms 1 through 4:
1. O -0.738
2. H 0.344
3. H 0.314
4. O -0.643

*z*
ORCA calculation (ωB97M-V/def2-TZVPD) on 5 unconnected molecules or ions with the total composition H10O5.

Its SMILES is O.O.O.O.O.

```
! RIJCOSX wB97M-V def2-TZVPD def2/J DEFGRID3
* xyz 0 1
O -4.8461 -28.4007 9.8265
H -4.5059 -29.2803 9.6983
H -4.1915 -27.9913 10.4297
O -1.2160 -28.1205 10.3736
H -0.8663 -28.3447 9.5430
H -1.3444 -27.1355 10.3286
O -3.7088 -26.0637 8.3569
H -4.1454 -26.8459 8.6840
H -4.4407 -25.5923 7.9418
O -3.0505 -27.6028 12.1404
H -2.5600 -26.9792 12.6777
H -2.3706 -27.9202 11.5592
O -7.2299 -27.5790 8.5906
H -6.4411 -27.9652 9.0055
H -6.9000 -26.6967 8.3015
*
```

Results of the Mulliken charge analysis, in e, for atoms 1 through 4:
1. O -0.711
2. H 0.288
3. H 0.347
4. O -0.697

Compare the structures above. Which one is the least stable? *x* is.